# 1
# C15H19NO5

One molecule with the formula C15H19NO5 in a non-equilibrium geometry (ωB97M-V/def2-TZVPD, the OMol25 dataset).

Geometry as XYZ:
```
40
C15H19NO5 (ωB97M-V/def2-TZVPD)
C 5.21 -0.03 0.36
C 4.17 1.21 0.41
O 4.62 2.39 0.35
O 2.79 0.93 0.57
C 2.13 0.81 -0.75
C 0.61 0.39 -0.43
C -0.27 1.25 0.32
N 0.28 2.51 0.76
C -0.64 3.44 1.01
C -0.88 3.78 2.58
C -1.50 4.17 -0.11
C -1.73 0.70 0.61
O -2.50 1.06 1.53
C -2.28 -0.48 -0.34
C -1.41 -1.30 -1.09
C -2.09 -2.49 -1.96
C -2.48 -3.64 -0.88
C -1.11 -4.33 -0.39
O -1.43 -5.18 0.76
C 0.16 -1.03 -1.01
O 0.99 -1.88 -1.42
H 6.03 0.13 -0.42
H 5.64 -0.16 1.42
H 4.59 -0.98 0.16
H 2.69 0.00 -1.34
H 2.21 1.77 -1.36
H -1.91 3.32 2.81
H -0.84 4.90 2.80
H -0.12 3.17 3.19
H -0.91 4.88 -0.78
H -2.41 4.65 0.40
H -1.92 3.34 -0.80
H -3.41 -0.66 -0.34
H -1.41 -2.87 -2.79
H -3.06 -2.02 -2.37
H -3.23 -4.40 -1.31
H -2.95 -3.18 0.07
H -0.33 -3.58 -0.01
H -0.68 -4.96 -1.26
H -0.59 -5.63 1.01
```

## Properties
* gap between HOMO and LUMO: 6.850 eV
* HOMO level: -0.2999 Eh
* structure (SMILES): CC(=O)OCC1=C(N=C(C)C)C(=O)C=C(CCCO)C1=O



# 2
# C5H15N2S

A 2-piece molecular cluster, C5H15N2S overall in a non-equilibrium geometry (ωB97M-V/def2-TZVPD, the OMol25 dataset).

Geometry as XYZ:
```
23
C5H15N2S (ωB97M-V/def2-TZVPD)
C 1.36 0.99 2.31
C -0.29 -2.90 -2.23
C 0.20 1.62 -1.31
C 0.49 1.48 1.16
C -0.93 -2.12 -1.23
N -1.06 0.90 1.49
N 0.70 0.89 -0.12
S -0.69 -2.42 0.34
H 1.65 -0.02 2.01
H 0.87 0.93 3.35
H 2.19 1.56 2.51
H 0.12 -2.35 -3.08
H 0.47 -3.50 -1.78
H -1.12 -3.66 -2.46
H 0.83 2.55 -1.42
H 0.43 1.00 -2.11
H -0.89 1.82 -1.18
H 0.33 2.54 0.98
H -1.76 -1.46 -1.49
H -1.96 1.45 1.78
H -0.89 0.19 2.15
H 1.14 0.00 -0.26
H -1.21 0.51 0.59
```

## Properties
* gap between HOMO and LUMO (spin up / spin down): 8.640 / 8.640 eV
* total charge: +1
* HOMO level (spin up / spin down): -0.4486 / -0.4486 Eh



# 3
# C14H33HoO14P3Te

C14H33HoO14P3Te as an isolated structure in a non-equilibrium geometry (ωB97M-V/def2-TZVPD, the OMol25 dataset).

Geometry as XYZ:
```
66
C14H33HoO14P3Te (ωB97M-V/def2-TZVPD)
Ho -0.69 1.51 0.73
C -2.48 1.05 -1.73
C -1.88 -0.32 -1.45
O -1.71 -0.44 -0.02
C -0.98 -1.64 0.37
C 0.42 -1.32 0.94
O 0.75 0.00 0.51
C 2.08 0.47 0.71
C 2.31 1.46 -0.45
O 1.09 2.19 -0.70
C 0.66 2.12 -2.07
C -0.72 2.75 -2.14
O -1.66 2.13 -1.23
H -3.42 1.15 -1.19
H -2.66 1.18 -2.80
H -0.91 -0.44 -1.94
H -2.57 -1.09 -1.81
H -0.85 -2.27 -0.50
H -1.58 -2.15 1.11
H 1.13 -2.03 0.53
H 0.42 -1.36 2.04
H 2.79 -0.35 0.62
H 2.16 0.95 1.68
H 2.58 0.88 -1.33
H 3.11 2.17 -0.20
H 0.65 1.07 -2.39
H 1.34 2.69 -2.71
H -1.10 2.72 -3.16
H -0.65 3.79 -1.81
C -2.96 3.90 4.18
C -1.83 3.01 3.69
O -0.97 2.57 4.75
P -2.31 1.35 3.08
O -3.24 1.46 1.77
O -3.30 0.69 4.12
O -1.15 0.51 2.68
P -0.79 3.84 2.39
O -1.83 3.71 1.06
O -0.51 5.23 2.69
O 0.29 2.83 2.05
H -3.48 3.45 5.01
H -3.66 4.12 3.37
H -2.52 4.85 4.50
H -0.22 3.17 4.85
H -4.19 1.52 1.94
H -2.91 0.45 4.97
H -2.10 4.61 0.83
C -0.67 -4.66 -2.49
C 0.80 -4.62 -2.13
O 1.16 -3.36 -1.55
P 1.78 -2.10 -2.42
O 0.98 -0.90 -2.04
Te 2.06 -2.58 -4.71
O 3.18 -1.87 -1.62
C 4.31 -2.74 -1.81
C 4.41 -3.77 -0.70
H -0.91 -5.62 -2.94
H -0.90 -3.86 -3.21
H -1.29 -4.52 -1.60
H 1.40 -4.80 -3.02
H 1.03 -5.38 -1.39
H 5.19 -2.10 -1.83
H 4.23 -3.23 -2.78
H 4.61 -3.28 0.26
H 5.22 -4.46 -0.91
H 3.48 -4.33 -0.61
```

## Properties
* gap between HOMO and LUMO (spin up / spin down): 5.743 / 5.752 eV
* total charge: +1
* HOMO level (spin up / spin down): -0.3197 / -0.3197 Eh
* spin multiplicity: 5



# 4
# C32H64F24N8O24S8

C32H64F24N8O24S8 as an isolated structure in a non-equilibrium geometry (ωB97M-V/def2-TZVPD, the OMol25 dataset).

Geometry as XYZ:
```
160
C32H64F24N8O24S8 (ωB97M-V/def2-TZVPD)
C -8.02 10.05 17.08
O -8.83 11.18 17.04
C -8.07 12.39 16.98
C -8.94 13.64 16.75
N -9.64 14.13 17.96
H -8.93 14.41 18.68
H -10.10 15.00 17.70
C -10.68 13.18 18.59
C -11.99 13.89 18.84
O -11.78 14.78 19.90
C -12.80 15.75 20.00
H -8.56 9.19 17.63
H -7.06 10.27 17.54
H -7.76 9.73 16.06
H -7.44 12.38 16.09
H -7.45 12.49 17.87
H -9.72 13.34 16.07
H -8.27 14.44 16.39
H -10.23 12.87 19.56
H -10.81 12.33 17.95
H -12.75 13.13 19.11
H -12.21 14.52 17.97
H -13.79 15.25 20.05
H -12.89 16.45 19.16
H -12.62 16.38 20.85
C -11.75 21.21 12.89
O -12.77 20.88 13.85
C -13.18 19.56 13.68
C -14.43 19.27 14.48
N -14.24 19.71 15.86
H -13.43 19.15 16.23
H -13.88 20.65 15.78
C -15.42 19.62 16.74
C -15.47 18.31 17.38
O -15.25 17.26 16.46
C -15.15 16.00 17.09
H -12.03 20.92 11.86
H -10.79 20.73 13.09
H -11.58 22.31 12.93
H -12.41 18.88 14.00
H -13.39 19.36 12.63
H -14.73 18.22 14.44
H -15.24 19.84 13.98
H -16.28 19.88 16.06
H -15.27 20.32 17.54
H -16.43 18.16 17.91
H -14.72 18.42 18.21
H -14.33 15.92 17.79
H -15.00 15.23 16.32
H -16.07 15.73 17.58
C -8.37 21.67 14.82
O -9.47 22.56 15.12
C -9.37 23.08 16.48
C -10.71 23.77 16.63
N -10.89 24.63 15.40
H -10.29 25.50 15.47
H -10.59 24.05 14.68
C -12.30 25.05 15.14
C -12.36 25.99 13.94
O -11.56 25.31 12.97
C -11.43 26.12 11.79
H -8.38 21.60 13.71
H -8.35 20.66 15.31
H -7.44 22.18 15.10
H -8.51 23.74 16.45
H -9.28 22.25 17.18
H -10.68 24.41 17.50
H -11.44 22.99 16.78
H -12.62 25.45 16.10
H -12.87 24.17 14.98
H -11.87 26.96 14.09
H -13.42 25.97 13.65
H -11.17 25.47 10.93
H -10.61 26.84 11.91
H -12.28 26.78 11.58
C -8.08 16.10 20.87
O -9.17 15.41 21.42
C -8.86 14.59 22.55
C -10.29 14.20 22.97
N -11.01 15.39 23.53
H -10.26 15.93 24.11
H -11.43 15.95 22.82
C -12.13 14.94 24.35
C -13.07 16.06 24.58
O -13.36 16.59 23.34
C -13.83 17.91 23.37
H -8.50 16.86 20.20
H -7.36 15.50 20.31
H -7.50 16.69 21.63
H -8.29 15.06 23.33
H -8.33 13.67 22.33
H -10.33 13.43 23.73
H -10.87 13.85 22.14
H -11.65 14.66 25.27
H -12.59 14.08 23.88
H -12.53 16.75 25.24
H -13.92 15.78 25.17
H -14.72 18.02 24.00
H -14.13 18.16 22.32
H -13.03 18.59 23.66
C -10.90 19.47 19.57
F -11.98 18.93 20.17
F -10.55 20.58 20.21
F -9.89 18.55 19.72
S -11.11 19.87 17.76
O -12.06 20.92 17.82
O -9.72 20.06 17.38
N -11.74 18.66 16.94
S -11.22 17.26 16.52
O -10.79 16.54 17.67
O -12.02 16.60 15.54
C -9.51 17.44 15.69
F -9.35 18.41 14.79
F -8.65 17.67 16.61
F -9.17 16.30 15.06
C -6.83 16.29 26.24
F -6.42 16.65 25.01
F -6.14 15.21 26.68
F -6.51 17.31 27.10
S -8.70 15.94 26.36
O -8.68 14.58 25.88
O -9.08 16.16 27.72
N -9.33 16.86 25.26
S -9.62 18.41 25.42
O -11.00 18.72 25.17
O -8.85 19.08 26.46
C -8.77 19.06 23.80
F -9.23 20.23 23.31
F -7.50 19.15 23.92
F -9.07 18.14 22.83
C -4.66 18.71 18.60
F -4.74 20.00 18.73
F -3.83 18.21 19.55
F -5.87 18.13 18.79
S -4.18 18.06 16.89
O -5.02 18.82 15.98
O -2.70 18.19 16.86
N -4.68 16.55 17.07
S -5.74 15.53 16.89
O -6.53 15.19 18.01
O -6.41 15.57 15.57
C -4.61 13.99 16.82
F -5.35 12.92 16.45
F -3.64 14.20 15.96
F -4.08 13.70 18.02
C -15.39 21.41 19.96
F -14.32 20.70 19.56
F -15.03 22.35 20.81
F -15.95 22.06 18.92
S -16.49 20.16 20.70
O -16.48 19.18 19.64
O -15.81 19.85 21.89
N -17.92 20.88 20.79
S -18.54 21.59 22.12
O -19.92 21.29 22.16
O -17.79 21.29 23.26
C -18.25 23.44 22.00
F -18.13 24.07 20.83
F -19.41 24.05 22.63
F -17.27 23.88 22.69
```

## Properties
* gap between HOMO and LUMO: 8.226 eV
* HOMO level: -0.3489 Eh



# 5
# C23H26N2O6

One molecule with the formula C23H26N2O6 in a non-equilibrium geometry (ωB97M-V/def2-TZVPD, the OMol25 dataset).

Geometry as XYZ:
```
57
C23H26N2O6 (ωB97M-V/def2-TZVPD)
C 0.40 -1.68 6.52
C 0.59 -1.77 5.01
C 0.37 -3.19 4.50
C 2.01 -1.30 4.64
O 2.25 -1.31 3.25
C 1.72 -0.36 2.45
C 1.93 -0.54 1.08
C 1.42 0.35 0.16
C 0.68 1.45 0.59
C 0.13 2.46 -0.34
O 0.05 3.64 -0.07
N -0.24 2.04 -1.60
C -0.49 0.76 -2.06
C -0.31 0.36 -3.33
C 0.28 1.11 -4.43
C 1.20 2.15 -4.24
C 1.74 2.83 -5.32
C 1.36 2.51 -6.61
C 0.46 1.47 -6.80
N 0.07 1.11 -8.14
O 0.57 1.73 -9.06
O -0.74 0.22 -8.28
C -0.08 0.77 -5.73
C -1.17 -0.22 -1.14
O -1.14 -1.41 -1.33
O -1.83 0.41 -0.18
C -2.64 -0.33 0.76
C -3.81 -1.01 0.05
C -1.81 -1.33 1.56
C 0.51 1.66 1.95
C 1.01 0.76 2.88
H -0.60 -2.01 6.79
H 1.12 -2.32 7.03
H 0.54 -0.67 6.88
H -0.13 -1.11 4.52
H 1.04 -3.88 5.00
H -0.66 -3.50 4.69
H 0.55 -3.24 3.43
H 2.21 -0.30 5.06
H 2.74 -2.00 5.05
H 2.50 -1.40 0.76
H 1.62 0.19 -0.89
H -0.43 2.79 -2.24
H -0.66 -0.63 -3.58
H 1.54 2.39 -3.25
H 2.46 3.62 -5.15
H 1.76 3.03 -7.47
H -0.78 -0.03 -5.92
H -3.01 0.46 1.42
H -4.36 -0.28 -0.55
H -3.45 -1.80 -0.61
H -4.48 -1.44 0.78
H -0.96 -0.83 2.01
H -1.45 -2.13 0.92
H -2.43 -1.76 2.35
H -0.03 2.53 2.28
H 0.85 0.95 3.93
```

## Properties
* gap between HOMO and LUMO: 8.070 eV
* HOMO level: -0.3220 Eh
* structure (SMILES): CC(C)COc1ccc(C(=O)N/C(=C\c2cccc([N+](=O)[O-])c2)C(=O)OC(C)C)cc1



# 6
# C2H5FSi

One molecule with the formula C2H5FSi in a non-equilibrium geometry (ωB97M-V/def2-TZVPD, the OMol25 dataset).

Geometry as XYZ:
```
9
C2H5FSi (ωB97M-V/def2-TZVPD)
C -1.33 -0.50 0.71
C -0.03 -0.12 0.68
Si 0.91 0.48 -0.88
F 2.26 0.81 -0.10
H -1.93 -0.31 -0.15
H -1.78 -1.03 1.53
H 0.52 -0.40 1.53
H 0.21 1.68 -1.29
H 1.17 -0.60 -2.03
```

## Properties
* gap between HOMO and LUMO: 11.120 eV
* HOMO level: -0.3734 Eh
* structure (SMILES): C=C[SiH2]F



# 7
# C30H32BF5N2O2SbSiZr

C30H32BF5N2O2SbSiZr as an isolated structure in a non-equilibrium geometry (ωB97M-V/def2-TZVPD, the OMol25 dataset).

Geometry as XYZ:
```
75
C30H32BF5N2O2SbSiZr (ωB97M-V/def2-TZVPD)
Zr -0.12 -0.30 0.25
N 2.43 0.25 0.17
C 2.84 1.66 -0.06
C 1.78 2.61 0.53
C 0.47 1.95 0.20
O 0.30 1.43 -0.94
O -0.36 1.61 1.11
H 2.88 -0.13 0.99
H 2.72 -0.33 -0.61
H 2.88 1.83 -1.14
H 3.81 1.89 0.36
H 1.85 3.60 0.09
H 1.87 2.69 1.62
C -4.40 -0.19 -2.59
Si -2.88 0.65 -1.88
C -1.72 0.99 -3.32
C -3.19 2.25 -0.92
N -2.09 -0.55 -0.73
C -2.79 -0.98 0.45
C -2.18 -1.81 1.41
C -2.86 -2.17 2.57
C -4.14 -1.71 2.82
C -4.74 -0.88 1.89
C -4.08 -0.52 0.73
H -4.79 0.41 -3.42
H -5.22 -0.34 -1.89
H -4.13 -1.17 -3.00
H -2.21 1.73 -3.97
H -1.52 0.11 -3.92
H -0.77 1.41 -2.99
H -3.07 3.10 -1.60
H -2.48 2.38 -0.11
H -4.19 2.32 -0.51
H -1.22 -2.30 1.24
H -2.38 -2.86 3.26
H -4.66 -2.01 3.72
H -5.74 -0.51 2.06
H -4.59 0.11 0.02
F 0.11 -5.47 6.68
C 0.09 -4.33 5.98
C -0.80 -3.33 6.34
C -0.82 -2.15 5.61
C 0.06 -1.97 4.54
C 0.93 -3.00 4.19
C 0.96 -4.19 4.91
Sb 0.08 -0.21 3.31
C -1.51 0.91 4.21
C -1.58 1.16 5.58
C -2.62 1.89 6.11
C -3.60 2.38 5.26
F -4.61 3.09 5.77
C -3.55 2.17 3.90
C -2.50 1.43 3.38
C 1.71 0.82 4.27
C 2.96 0.19 4.29
C 4.06 0.81 4.86
C 3.89 2.08 5.39
F 4.95 2.69 5.93
C 2.68 2.74 5.36
C 1.59 2.10 4.79
H -1.47 -3.50 7.17
H -1.52 -1.38 5.88
H 1.59 -2.89 3.34
H 1.63 -4.99 4.65
H -0.81 0.77 6.24
H -2.69 2.10 7.17
H -4.33 2.57 3.26
H -2.45 1.27 2.31
H 3.06 -0.81 3.89
H 5.03 0.34 4.90
H 2.61 3.74 5.78
H 0.63 2.62 4.75
F -1.01 -2.61 -0.92
B -1.01 -1.37 -1.45
F 0.96 -1.80 0.71
```

## Properties
* gap between HOMO and LUMO: 7.443 eV
* total charge: +1
* HOMO level: -0.4003 Eh



# 8
# C5H10O

One molecule with the formula C5H10O in a non-equilibrium geometry (ωB97M-V/def2-TZVPD, the OMol25 dataset).

Geometry as XYZ:
```
16
C5H10O (ωB97M-V/def2-TZVPD)
C 1.79 0.26 -0.89
C 0.93 1.06 0.10
C 0.14 0.10 0.90
O -1.09 0.31 1.50
C -0.81 -0.80 0.30
C -2.01 -0.56 -0.54
H 2.33 -0.57 -0.40
H 2.53 0.90 -1.37
H 1.17 -0.19 -1.68
H 1.56 1.64 0.78
H 0.26 1.74 -0.44
H 0.74 -0.47 1.61
H -0.47 -1.85 0.31
H -2.20 0.51 -0.60
H -2.83 -1.00 0.04
H -2.01 -1.05 -1.52
```

## Properties
* gap between HOMO and LUMO: 10.585 eV
* HOMO level: -0.3518 Eh
* structure (SMILES): CC[C@H]1O[C@H]1C



# 9
# C2HCsFO2

C2HCsFO2 as an isolated structure in a non-equilibrium geometry (ωB97M-V/def2-TZVPD, the OMol25 dataset).

Geometry as XYZ:
```
7
C2HCsFO2 (ωB97M-V/def2-TZVPD)
C -0.42 0.28 -0.57
C -1.69 0.42 -0.43
O -2.72 0.57 0.29
O 0.68 0.10 -1.02
H 5.37 -1.30 0.57
Cs -6.52 1.45 -0.35
F 5.30 -1.52 1.51
```

## Properties
* gap between HOMO and LUMO (spin up / spin down): 3.202 / 2.899 eV
* HOMO level (spin up / spin down): -0.1784 / -0.1666 Eh
* spin multiplicity: 2



# 10
# C3H3NO2

One molecule with the formula C3H3NO2 in a non-equilibrium geometry (ωB97M-V/def2-TZVPD, the OMol25 dataset).

Geometry as XYZ:
```
9
C3H3NO2 (ωB97M-V/def2-TZVPD)
O -2.20 0.46 -0.03
C -1.03 0.17 0.02
C -0.09 -0.93 -0.27
N 1.11 -0.28 0.26
O 1.36 0.89 -0.56
C 0.49 1.03 0.47
H -0.37 -1.81 0.29
H 0.09 -1.15 -1.44
H 0.63 1.62 1.25
```

## Properties
* gap between HOMO and LUMO: 10.163 eV
* HOMO level: -0.3526 Eh
* structure (SMILES): O=C1CN2O[C@@H]12



# 11
# C4H11Cl2CoMnO4

C4H11Cl2CoMnO4 as an isolated structure in a non-equilibrium geometry (ωB97M-V/def2-TZVPD, the OMol25 dataset).

Geometry as XYZ:
```
23
C4H11Cl2CoMnO4 (ωB97M-V/def2-TZVPD)
Co 0.27 -1.21 -1.43
Cl 0.68 -2.92 -2.65
C 1.84 0.07 -1.27
C -1.38 -0.27 -2.21
H 2.14 0.13 -2.32
H 1.74 1.09 -0.84
H 2.56 -0.53 -0.69
H -1.13 0.71 -2.64
H -2.24 -0.18 -1.51
H -1.62 -0.99 -3.01
Mn -0.14 0.59 0.94
C -0.43 -1.45 0.54
C -0.92 1.69 -0.28
H -0.63 -2.16 -0.36
H 0.26 -2.00 1.22
H -1.44 -1.37 1.01
H -2.01 1.67 -0.42
H -0.31 1.85 -1.22
O 0.11 2.04 2.45
Cl 0.57 1.08 3.51
O 1.88 1.39 3.96
O -0.37 0.94 4.59
O 0.57 -0.16 2.64
```

## Properties
* gap between HOMO and LUMO (spin up / spin down): 4.239 / 6.138 eV
* total charge: -2
* HOMO level (spin up / spin down): 0.0376 / -0.0334 Eh
* spin multiplicity: 10



What did we get for ΔE to the lowest compared entry with this formula, charge and spin? Answer: 861.0 224.8 215.3 0.0 505.1 7.1 200.8 253.5 55.3 516.9 0.0 kJ/mol, in the order shown.